{"formula": "C39H78AlBr2F3NO28", "method": "the ωB97M-V functional and the def2-TZVPD basis", "symbols": ["Br", "Br", "Al", "F", "F", "F", "O", "O", "O", "O", "O", "O", "O", "O", "O", "O", "O", "O", "O", "O", "O", "O", "O", "O", "O", "O", "O", "O", "O", "O", "O", "O", "O", "O", "N", "C", "C", "C", "C", "C", "C", "C", "C", "C", "C", "C", "C", "C", "C", "C", "C", "C", "C", "C", "C", "C", "C", "C", "C", "C", "C", "C", "C", "C", "C", "C", "C", "C", "C", "C", "C", "C", "C", "C", "H", "H", "H", "H", "H", "H", "H", "H", "H", "H", "H", "H", "H", "H", "H", "H", "H", "H", "H", "H", "H", "H", "H", "H", "H", "H", "H", "H", "H", "H", "H", "H", "H", "H", "H", "H", "H", "H", "H", "H", "H", "H", "H", "H", "H", "H", "H", "H", "H", "H", "H", "H", "H", "H", "H", "H", "H", "H", "H", "H", "H", "H", "H", "H", "H", "H", "H", "H", "H", "H", "H", "H", "H", "H", "H", "H", "H", "H"], "xyz": [[2.002, -4.548, 0.699], [0.400, -5.257, -2.138], [0.855, 0.034, 0.606], [3.062, -5.866, -1.845], [4.006, -3.368, -0.883], [2.664, -4.186, -3.401], [7.752, -4.851, -0.800], [4.917, 1.590, -2.432], [-4.423, 9.963, -7.500], [-0.452, 2.970, 6.691], [-12.860, 0.434, 2.280], [5.312, 3.712, -3.108], [1.192, 6.870, -4.215], [7.007, 2.422, -2.697], [-1.167, 3.952, 8.603], [-0.173, 8.385, -3.230], [-2.843, 9.406, -9.025], [7.034, -4.786, 1.347], [0.328, -8.945, -6.894], [7.349, -0.543, 2.851], [-2.534, 2.755, 7.247], [-8.892, -3.026, 3.593], [0.614, -7.055, -5.872], [9.191, -5.206, 0.781], [1.874, 1.061, 4.440], [-6.740, -2.744, 4.236], [-8.407, -3.204, 5.699], [-12.964, 1.277, 0.286], [-4.555, 10.819, -9.487], [-0.606, 7.766, -5.262], [2.103, -8.720, -5.502], [9.136, -1.471, 3.889], [-11.286, -0.170, 0.759], [7.797, 0.068, 4.879], [2.696, -2.377, 3.201], [-12.445, 1.392, -1.037], [5.667, 2.482, -2.717], [-7.894, -2.968, 4.483], [0.747, -0.231, 2.667], [-12.221, -0.413, 3.233], [2.951, -1.098, 3.910], [0.749, -10.280, -7.160], [7.903, -4.933, 0.525], [2.640, -3.651, -0.977], [9.496, -5.319, 2.170], [2.168, 0.160, 3.318], [0.237, 7.598, -4.234], [7.650, -1.331, 1.701], [0.855, 3.480, 6.953], [-3.145, -3.533, 2.499], [6.415, -4.558, -1.218], [8.190, -0.725, 3.873], [-8.490, -2.791, 2.243], [3.899, 3.914, -3.172], [-1.319, -2.497, 0.946], [-2.204, -2.245, 2.268], [-3.838, 10.001, -8.703], [7.525, 1.156, -2.293], [-0.289, 6.982, -6.412], [-1.002, -0.086, -0.221], [-1.362, 3.293, 7.614], [1.117, -8.283, -6.034], [-3.605, 3.021, 8.148], [2.303, -1.106, -0.269], [1.359, -6.229, -4.973], [8.610, -0.025, 6.045], [-3.759, 9.122, -6.557], [1.798, -2.296, -1.195], [-1.711, -1.512, -0.227], [0.639, 8.306, -2.059], [-4.041, 10.955, -10.810], [-7.445, -3.173, 6.752], [-12.269, 0.449, 1.077], [2.318, -4.705, -2.158], [-9.377, -2.861, 1.614], [1.375, -6.664, -3.979], [8.586, -1.037, 6.453], [1.507, 3.156, 6.142], [6.409, -4.516, -2.307], [-3.748, 8.088, -6.904], [-6.688, -3.944, 6.605], [-2.792, -1.282, 2.215], [6.908, -1.105, 0.936], [9.635, 0.278, 5.826], [-1.629, -3.543, 0.598], [0.028, 0.584, 3.014], [-4.041, 9.992, -11.324], [2.901, -1.588, 0.578], [8.638, -1.079, 1.309], [8.199, 0.657, 6.789], [-0.219, -2.571, 1.172], [3.474, -2.656, 2.604], [10.560, -5.540, 2.257], [0.413, -1.265, 2.960], [-12.780, -0.348, 4.166], [-6.982, -2.187, 6.822], [7.211, 0.373, -2.985], [-0.334, 5.918, -6.177], [-13.084, 2.085, -1.584], [1.330, 1.575, 0.440], [2.374, -6.075, -5.343], [8.612, 1.222, -2.314], [-3.677, -3.700, 1.514], [-2.417, -4.403, 2.603], [-4.497, 2.539, 7.750], [3.445, 3.238, -3.898], [1.244, 3.079, 7.890], [0.631, 7.293, -1.652], [-11.431, 1.797, -1.019], [2.653, -1.168, 5.006], [0.215, 8.981, -1.317], [5.730, -5.345, -0.898], [4.066, -0.851, 3.855], [0.845, 4.571, 6.975], [-11.199, -0.080, 3.420], [7.211, 0.919, -1.275], [-3.393, 2.602, 9.133], [0.041, -10.715, -7.864], [1.979, -1.990, -2.271], [0.724, -2.597, -1.056], [3.026, -0.456, -0.865], [2.524, -3.112, 3.894], [0.695, 7.250, -6.802], [3.723, 4.939, -3.497], [-1.564, -2.174, 3.200], [2.817, 0.754, 2.609], [7.589, -2.395, 1.935], [0.742, -10.876, -6.247], [1.215, 0.588, 4.976], [1.741, -10.287, -7.617], [6.097, -3.592, -0.833], [8.934, -6.138, 2.623], [1.660, 8.625, -2.276], [-1.035, 7.200, -7.176], [-7.774, -3.546, 1.916], [-3.833, -3.424, 3.381], [3.446, 3.781, -2.188], [-7.970, -3.376, 7.685], [-8.070, -1.790, 2.135], [-1.532, -1.971, -1.257], [-4.697, 11.636, -11.350], [9.294, -4.380, 2.688], [-2.744, 9.477, -6.371], [-12.233, -1.450, 2.895], [-2.845, -1.372, -0.172], [-12.465, 0.427, -1.545], [-3.792, 4.094, 8.218], [-4.316, 9.166, -5.622], [-1.681, 0.614, 0.379], [-3.037, 11.382, -10.792], [0.861, -5.263, -4.920], [-1.014, 0.345, -1.281]], "forces_ev_per_a": [[0.8299, 0.5186, -0.6430], [0.9053, 0.7552, 0.2329], [-0.2649, 0.2363, 0.4362], [-0.8903, 1.7225, -1.5292], [-1.9133, -0.8654, -0.4832], [-0.2746, -1.2358, 1.9543], [0.2663, -0.0950, 0.2592], [0.1761, 0.0065, -0.0792], [0.0150, 0.0842, -0.3190], [-0.3526, 0.0408, 0.2524], [0.0431, 0.0829, -0.3226], [0.2633, -0.1524, 0.0175], [-0.0598, 0.0806, -0.0466], [-0.0318, 0.0970, -0.0409], [-0.1197, -0.0498, -0.0294], [-0.0279, -0.0592, -0.2506], [-0.0953, 0.0628, -0.0146], [0.2556, -0.0308, -0.0938], [0.0249, 0.0634, 0.0404], [0.1969, 0.0571, 0.3085], [0.1043, 0.0529, 0.0489], [-0.0076, -0.0277, 0.2758], [0.0127, -0.3844, -0.1955], [-0.1261, 0.0227, -0.0874], [0.7255, -0.2186, -0.0432], [-0.1399, -0.0314, 0.0842], [-0.0792, 0.0138, -0.1370], [0.0337, -0.1059, 0.1827], [0.0470, -0.0844, 0.1370], [0.0240, 0.0721, 0.1711], [-0.0958, -0.0541, -0.1141], [-0.0293, 0.0614, 0.0571], [-0.2311, 0.1076, 0.0981], [0.0643, -0.0885, -0.1421], [0.0470, 0.1427, 0.8714], [0.0921, 0.0977, -0.3960], [-0.1074, 0.1891, -0.0062], [-0.1129, -0.0166, -0.1077], [0.9929, 0.4518, 0.0122], [0.1803, -0.2584, 0.3473], [0.6695, 0.8275, -0.2275], [0.0325, -0.3212, -0.1090], [-0.0413, -0.0241, -0.2723], [-1.4824, 1.2166, -0.5914], [0.1399, 0.0035, 0.3845], [-1.7287, -0.7863, 0.1271], [-0.1598, 0.1059, 0.0806], [0.0167, -0.2594, -0.4480], [0.5763, 0.0929, -0.1316], [1.1496, 0.6800, -0.9870], [-0.2791, 0.0882, -0.1957], [-0.3603, 0.1279, -0.1759], [0.0675, 0.0714, -0.4988], [-0.4860, 0.2067, 0.0041], [-1.1767, -0.5989, -0.0690], [0.3091, -0.8276, 0.4747], [-0.1984, 0.0715, 0.2028], [0.1915, -0.2826, 0.1048], [-0.0105, -0.2192, -0.3969], [-1.1193, -0.0661, -0.1577], [0.2272, -0.1676, -0.3782], [-0.1792, 0.3632, 0.0459], [-0.2948, 0.0094, 0.1411], [0.6875, -1.0583, -0.1362], [0.3899, 0.1923, -0.1956], [0.1311, 0.0376, 0.3282], [0.2020, -0.2321, 0.3980], [1.1259, -0.3280, 0.0095], [-0.2054, 0.4116, -0.4903], [0.1889, -0.0001, 0.4178], [0.0712, 0.0929, -0.3715], [0.2075, -0.0097, 0.3338], [-0.1050, 0.0591, 0.1012], [1.1136, -0.2522, 1.3249], [-0.0820, -0.0097, 0.2913], [0.1751, -0.1794, -0.2919], [0.1247, 0.0403, -0.1227], [-0.3081, -0.1549, -0.0685], [0.2605, -0.0611, 0.0892], [0.1199, 0.1129, -0.0490], [0.0312, 0.1751, -0.0795], [0.5375, -1.0462, -0.1289], [-0.0925, 0.1476, 0.2644], [-0.0395, -0.1755, -0.0221], [0.5323, 1.1519, 0.3585], [0.6871, -1.1302, -0.3286], [0.1482, 0.0472, 0.0999], [-0.6462, 0.7232, -0.9366], [0.0015, -0.0922, 0.1400], [-0.1558, 0.0054, -0.2360], [-1.0551, 0.4375, -0.2381], [-0.3181, 0.0908, 0.3516], [-0.0707, 0.0326, -0.2693], [0.3604, 1.1277, 0.0064], [-0.1253, 0.1745, -0.2083], [0.0848, -0.1303, -0.1182], [-0.1166, 0.0298, 0.1501], [0.1634, 0.0972, 0.0455], [-0.0912, -0.0325, 0.2669], [0.1200, 0.2433, -0.0328], [-0.0420, -0.1533, 0.0382], [-0.1080, 0.2416, -0.0765], [0.1121, 0.0772, 1.3025], [-1.1127, 0.9134, 0.1758], [0.2171, -0.0454, -0.1706], [0.0276, -0.0644, 0.1864], [-0.1294, 0.1457, 0.0165], [0.1190, 0.0505, -0.1297], [-0.0268, -0.1862, 0.0148], [0.3606, -0.0362, -1.3496], [-0.1538, -0.0006, -0.2399], [0.0359, 0.1711, 0.1306], [-1.2749, -0.2337, 0.3929], [-0.0758, -0.0915, 0.1661], [-0.0291, -0.1337, -0.1356], [-0.1205, -0.0548, -0.1392], [0.0521, 0.1731, -0.0277], [-0.0727, 0.2588, 0.0592], [-0.3969, -0.5018, 1.0103], [1.0187, 0.4603, -0.1467], [-0.8313, -0.8976, 0.7285], [0.2288, 0.2978, -0.6165], [-0.0170, -0.1213, 0.1333], [0.2691, -0.0551, 0.0056], [-0.5360, 0.1133, -1.1596], [-0.7020, -0.5518, 0.8417], [0.0881, 0.0968, 0.0259], [0.1590, 0.0878, -0.0432], [0.1495, 0.1975, -0.3952], [-0.0079, -0.0115, 0.1863], [0.1171, -0.2078, 0.1113], [-0.0809, 0.1611, -0.0155], [-0.0498, -0.1733, -0.0354], [-0.0377, 0.1753, 0.2160], [0.0785, 0.1565, 0.1175], [0.5925, -0.2439, -0.9670], [0.0170, -0.1856, -0.1211], [-0.1811, -0.0050, -0.2149], [0.1061, -0.1451, 0.0462], [-0.0534, 0.2154, 1.3609], [-0.0896, -0.0366, 0.2634], [-0.1114, -0.1131, -0.0051], [-0.0351, -0.1362, -0.1142], [0.1517, 0.1067, -0.0406], [1.2392, -0.3227, -0.0796], [0.1486, 0.0446, 0.1041], [0.1164, -0.0719, 0.1212], [-0.1143, 0.1627, -0.2028], [0.9343, -0.6626, -0.6215], [-0.0192, -0.1844, 0.0116], [-0.1447, -0.2277, -0.2128], [-0.0414, -0.5632, 1.2074]], "total_charge": -1, "homo_lumo_gap_ev": 6.39, "lumo_ev": 1.77, "e_homo_ev": -4.6226}